Molecular formula: C25H43AuN2S2SbSe
Method: DFT, the ωB97M-V functional and the def2-TZVPD basis

The geometry in XYZ format:
```
75
Properties=species:S:1:pos:R:3:lowdin_charge:R:1
Au -0.7872 -1.1605 -0.8726 0.1344
Sb -2.1860 0.3450 -2.5116 1.3429
Se 1.4114 -0.0507 -1.6359 0.6867
S -2.5903 -2.7481 -1.0021 0.6472
S -0.3623 -2.0970 1.3985 0.7165
N 1.6794 1.9182 0.4661 -0.0009
N 3.3649 0.5308 0.3830 -0.0115
C -0.9373 1.3626 1.8558 -0.2926
C -0.6701 -1.1538 -4.7154 -0.1942
C 4.3649 -1.6321 1.0895 -0.1836
C 3.0195 -2.2482 1.4470 -0.3044
C 0.4461 2.6331 0.1306 -0.1403
C -5.0637 1.0105 -3.3664 -0.1762
C -2.5989 -3.4306 0.5528 -0.7455
C 3.6760 1.4755 1.3555 -0.1359
C 2.6188 3.4656 2.2482 0.0096
C 4.8047 1.6455 2.1467 0.0093
C -0.5618 2.7143 1.2701 -0.1820
C 3.7380 3.6345 3.0425 -0.0590
C 4.2568 -0.5703 0.0040 -0.1390
C -1.8235 -3.8112 2.9071 -0.1204
C 3.1396 -3.3511 2.4914 -0.0984
C 2.6077 2.3588 1.4074 -0.1331
C -2.0806 -0.6655 -4.3850 -0.4140
C -2.0640 1.4524 2.8779 -0.0918
C -0.4605 2.6784 -3.6672 -0.1825
C -1.6805 -3.1317 1.5664 -0.7491
C -3.6568 -4.4825 0.7695 -0.1182
C 2.1619 0.8150 -0.1463 -0.5823
C 4.8130 2.7370 2.9943 -0.0590
C -1.8464 2.3882 -3.0970 -0.3994
C -4.3061 0.3513 -2.2135 -0.4174
H -4.5877 -0.6934 -2.0892 0.0281
H 1.8024 4.1727 2.2769 0.1105
H -0.3130 -1.8525 -3.9551 0.0478
H -2.7738 -1.5049 -4.2961 0.0574
H -2.6183 2.5631 -3.8478 0.0476
H -4.5060 0.8475 -1.2629 0.0521
H -4.8432 2.0747 -3.4460 0.0607
H -1.2333 0.6899 1.0437 0.0410
H 0.0469 -0.3337 -4.7746 0.0516
H -0.1966 3.3710 2.0631 0.1028
H 5.2303 -0.1342 -0.2248 0.1349
H -2.0790 3.0112 -2.2324 0.0496
H -6.1389 0.9133 -3.2085 0.0766
H -1.0283 -3.5021 3.5800 0.0626
H 0.3352 2.5017 -2.9444 0.0189
H -1.7830 -4.8971 2.7982 0.0944
H -4.0167 -4.4875 1.7970 0.0766
H 5.6719 2.9074 3.6288 0.1130
H -4.5031 -4.3293 0.1040 0.0686
H 0.7284 3.6359 -0.1982 0.1408
H 5.0436 -2.4034 0.7161 0.1273
H 3.8551 -1.0030 -0.9088 0.0765
H -0.4006 3.7211 -3.9833 0.0778
H -3.2434 -5.4734 0.5620 0.1002
H -0.6596 -1.6782 -5.6715 0.0768
H -1.4505 3.2033 0.8597 0.1227
H -4.8325 0.5432 -4.3249 0.0642
H 2.1596 -3.7619 2.7351 0.0578
H -2.2858 0.4692 3.2940 0.0701
H 5.6435 0.9652 2.0995 0.1162
H 4.8304 -1.2179 1.9882 0.1075
H 2.5485 -2.6402 0.5400 0.0980
H -1.7964 2.1138 3.7041 0.0797
H 3.5840 -2.9695 3.4128 0.0794
H 3.7674 -4.1674 2.1294 0.0794
H -0.0595 0.9033 2.3202 0.0995
H 3.7883 4.4827 3.7113 0.1126
H 0.0144 2.1053 -0.7181 0.0467
H -2.9776 1.8416 2.4248 0.0762
H -2.7813 -3.5649 3.3701 0.0890
H -0.2489 2.0586 -4.5394 0.0632
H -2.4748 0.0027 -5.1518 0.0591
H 2.3542 -1.4672 1.8271 0.0685
```

Calculated values
E_LUMO (alpha / beta), eV: -2.191 / -4.450
Energy above the lowest of the compared OMol25 structures with the same formula, charge and spin, kJ/mol: 0.00
2S+1: 3
Orbital gap (alpha / beta), eV: 7.11 / 6.38
Net charge: +1

=====

Molecular formula: C10H13BrN3
Method: DFT, the ωB97M-V functional and the def2-TZVPD basis

The geometry in XYZ format:
```
27
Properties=species:S:1:pos:R:3:lowdin_charge:R:1
Br -0.9035 1.6885 -1.7376 0.3585
N -0.6658 -2.0876 -0.9216 0.0896
N 1.2964 -1.3943 1.2845 0.1103
N -0.7678 1.5318 0.6304 -0.1254
C 0.1482 -2.0582 -3.2365 -0.0475
C 0.5542 -2.2408 -1.8144 -0.1656
C -2.5915 3.0253 0.5383 -0.0862
C 1.4455 1.2456 1.6946 0.0300
C -1.6307 2.2016 1.2529 -0.1253
C -0.6242 -1.3310 0.0634 0.1156
C 2.4058 0.3423 2.3293 0.0143
C 0.3460 0.7983 1.0281 -0.2611
C 0.3728 -0.6061 0.7473 -0.2469
C 2.3347 -1.0065 2.0028 -0.0994
H -3.4133 2.4754 0.3251 0.0626
H 1.2864 -1.4937 -1.4711 0.1303
H -2.2523 3.4360 -0.3848 0.0211
H -1.3298 -2.9328 -1.0251 0.2273
H -0.3642 -1.1153 -3.1782 0.0469
H 1.0219 -1.8260 -3.8850 0.1179
H -1.5029 2.1577 2.3179 0.1454
H -0.4501 -2.7818 -3.5884 0.0432
H -3.0672 3.8580 1.0311 0.0992
H 2.9208 -1.8285 2.4515 0.1341
H 0.8214 -3.1913 -1.4240 0.1204
H 3.2193 0.7613 2.9587 0.1265
H 1.3898 2.3722 2.0108 0.1642
```

Calculated values
E_LUMO (alpha / beta), eV: -5.856 / -4.696
Energy above the lowest of the compared OMol25 structures with the same formula, charge and spin, kJ/mol: 543.26
2S+1: 1
Orbital gap (alpha / beta), eV: 5.87 / 7.90
Net charge: +1

=====

Molecular formula: C3H4O3
Method: DFT, the ωB97M-V functional and the def2-TZVPD basis

The geometry in XYZ format:
```
10
Properties=species:S:1:pos:R:3:lowdin_charge:R:1
O -1.4182 -0.5120 -0.4507 0.0111
O -1.7541 1.0735 1.1785 0.1440
O 1.2571 0.9063 1.0745 0.0612
C 0.3823 0.6236 0.0891 -0.1592
C -0.1747 -1.1006 -0.6140 -0.0520
C -1.0397 0.5186 0.3978 -0.4792
H 0.1371 -1.8510 0.0985 0.1111
H 1.9778 1.4595 0.7440 0.1190
H 0.6891 0.2154 -0.8944 0.1225
H -0.0293 -1.4001 -1.6675 0.1215
```

Calculated values
E_LUMO, eV: 0.417
Energy above the lowest of the compared OMol25 structures with the same formula, charge and spin, kJ/mol: 372.32
2S+1: 1
Orbital gap, eV: 9.53

=====

Molecular formula: C4H7FN2
Method: DFT, the ωB97M-V functional and the def2-TZVPD basis

The geometry in XYZ format:
```
14
Properties=species:S:1:pos:R:3:lowdin_charge:R:1
F 0.4548 -2.1425 0.3078 -0.1541
N 1.4535 -1.0110 -1.9711 0.0276
N 0.4797 -0.0471 -1.5421 -0.0094
C -0.7591 1.2879 0.0251 -0.1520
C -1.4314 1.7332 1.0947 -0.0476
C 0.2264 0.0951 -0.3290 -0.3048
C 0.5796 -0.8278 0.9303 -0.1021
H 1.0188 -1.8781 -1.4517 0.1071
H -2.2140 2.5490 0.7908 0.0750
H 1.6467 -0.5470 1.6642 0.1718
H -0.9824 1.6429 -0.9517 0.0664
H 1.2425 -1.2935 -2.8804 0.0354
H -1.5289 1.3753 2.2935 0.1165
H -0.1863 -0.9364 2.0198 0.1700
```

Calculated values
E_LUMO, eV: 0.749
Energy above the lowest of the compared OMol25 structures with the same formula, charge and spin, kJ/mol: 480.36
2S+1: 1
Orbital gap, eV: 10.13

=====

Molecular formula: C33H37Cl9I2NO5
Method: DFT, the ωB97M-V functional and the def2-TZVPD basis

The geometry in XYZ format:
```
87
Properties=species:S:1:pos:R:3:lowdin_charge:R:1
I 2.7560 -0.9549 -5.8436 0.7558
I -1.1789 2.4874 -5.5009 0.7736
Cl -2.5280 -1.7198 -7.0711 0.5262
Cl -2.1701 -3.0617 -4.5064 0.5085
Cl -2.5791 3.2618 4.0905 0.5656
Cl 1.0202 3.5813 -8.7029 0.5290
Cl 4.0417 4.0225 -3.2613 0.5485
Cl 6.9252 4.1428 -2.8309 0.4696
Cl -1.6034 3.1488 6.8387 0.4999
Cl -1.8263 4.2231 -8.6124 0.4531
Cl 2.1511 -0.9123 4.6634 0.5602
O 1.7884 1.6395 2.0054 0.0282
O 0.7755 -2.6833 -1.3077 -0.0235
O 0.7046 4.5822 0.1664 -0.1998
O 2.9909 4.0956 -0.0499 -0.1171
O 0.0142 -5.6996 2.5070 -0.0991
N 2.3200 -4.5193 1.1932 -0.0148
C 0.5172 0.2091 -7.6100 -0.2479
C -4.2351 -0.5564 5.1951 -0.1994
C 1.0937 0.4322 5.4036 -0.6207
C 5.3284 4.3524 -2.0963 -1.0219
C 1.0959 1.0218 -0.3663 0.0241
C 0.9254 1.3090 -3.6098 -0.2451
C -1.7473 -1.6563 5.3698 -0.1624
C 0.7862 -0.2123 -1.3085 -0.0190
C -1.8032 4.1596 5.3999 -0.9920
C -0.0118 -1.6757 0.9245 0.0031
C -0.8002 -2.9345 1.4666 -0.0822
C -0.2841 -0.3284 3.3244 -0.1325
C 0.5378 -1.6502 -0.5811 -0.2321
C 0.8063 1.5241 -5.2265 -0.6643
C 0.8329 0.1144 -6.0236 -0.7863
C 1.2842 2.5441 -2.6737 -0.0167
C 0.7009 -0.0807 -2.9012 0.0111
C -0.3106 4.4288 -9.4994 -1.0074
C -3.9584 0.2128 3.8044 -0.1278
C -3.1283 -1.8880 -5.4166 -1.0151
C -3.3517 -1.9001 5.3933 -0.2018
C -0.1019 -5.5137 1.0735 -0.3308
C -1.1217 -1.5851 3.8709 -0.0958
C -0.0906 0.8919 4.3529 -0.1959
C -1.0993 -4.2852 0.6510 -0.1110
C 1.1238 0.8435 1.2406 -0.1973
C -3.4815 0.6017 2.6343 0.0199
C 1.3701 2.4157 -1.0991 0.0228
C 1.3727 -5.3963 0.4292 -0.2335
C 0.2611 -0.3969 1.8542 0.0115
C 2.0394 1.6557 5.8743 -0.1352
C 1.7477 3.7642 -0.2834 -0.5421
C -1.3384 -2.8474 2.9549 0.0271
H 5.2321 5.3790 -1.7441 0.0321
H 3.2196 -4.5007 0.6724 0.0756
H -4.1646 -2.2244 -5.4481 0.0253
H -4.1308 0.2076 6.0535 0.1089
H 0.1276 1.9064 3.8616 0.1007
H 0.0348 -0.5849 -5.5468 0.0534
H -0.2642 -0.6295 -7.8549 0.0289
H 0.4430 -1.0486 -3.4829 0.0744
H 0.0996 1.2180 -7.9642 -0.0100
H -1.1006 -4.1597 -0.4997 0.1161
H 5.2301 3.6642 -1.2571 0.0221
H -1.0450 1.0379 5.0086 0.0544
H -3.6021 -2.2877 6.4677 0.1163
H -2.1772 -4.6267 0.9275 0.1195
H 0.5931 -0.0143 6.3551 0.0941
H 1.9067 2.5204 5.1274 0.0858
H -3.0695 -0.9198 -4.9186 0.0213
H 1.4629 3.5885 -3.1527 0.0785
H 1.5653 2.3064 -5.6126 0.0915
H 0.4493 -4.9211 2.9435 0.0908
H -0.0722 5.4912 -9.5504 0.0269
H -2.8917 0.9559 1.7009 0.0742
H -3.6172 -2.7531 4.6696 0.1065
H 1.4307 -0.0234 -8.2886 0.0498
H 1.8332 -6.4698 0.4527 0.1219
H -2.4220 5.0197 5.6552 0.0240
H -1.2723 -2.6099 5.8499 0.1251
H 2.0103 -3.5318 1.2177 0.0514
H 1.3021 -5.0912 -0.6785 0.1024
H -1.9180 -3.7537 3.3875 0.1104
H -5.3573 -0.8776 5.1874 0.1096
H -0.8221 4.4975 5.0652 0.0336
H -0.4325 4.0296 -10.5063 0.0267
H 3.1155 1.2533 5.9500 0.0649
H 1.7552 2.0049 6.9498 0.0776
H -1.4137 -0.7752 6.0431 0.0964
H -0.5998 -6.4853 0.6597 0.1516
```

Calculated values
E_LUMO, eV: 0.940
2S+1: 1
Orbital gap, eV: 5.78
Net charge: -1

=====

Molecular formula: C6H14O
Method: DFT, the ωB97M-V functional and the def2-TZVPD basis

The geometry in XYZ format:
```
21
Properties=species:S:1:pos:R:3:lowdin_charge:R:1
O -0.0323 1.7510 1.6681 -0.1892
C 0.9134 0.2139 0.1159 -0.1808
C 0.7113 -1.2704 -1.9775 -0.2753
C -0.0376 0.3974 1.2860 -0.2682
C -0.9631 2.0240 2.6804 -0.1276
C -0.6793 -0.8410 -2.4462 -0.1174
C 0.8790 -1.2160 -0.4549 -0.2206
H 1.4751 -0.6373 -2.4503 0.1080
H 0.0495 -1.7780 0.0014 0.1074
H -0.8991 0.1999 -2.1785 0.0671
H -0.7326 1.4733 3.6069 0.0883
H 1.7931 -1.7513 -0.1720 0.1063
H -1.4545 -1.4700 -1.9905 0.0734
H 0.6323 0.9457 -0.6513 0.1097
H 1.9257 0.4824 0.4387 0.1168
H -0.7765 -0.9287 -3.5338 0.0682
H -0.9201 3.0969 2.8853 0.0880
H -1.9872 1.7600 2.3691 0.0879
H 0.2568 -0.2458 2.1356 0.1308
H -1.0571 0.0888 0.9891 0.1251
H 0.9031 -2.2948 -2.3215 0.1020
```

Calculated values
E_LUMO, eV: 1.128
Energy above the lowest of the compared OMol25 structures with the same formula, charge and spin, kJ/mol: 78.98
2S+1: 1
Orbital gap, eV: 10.95

=====

F_max in Eh/bohr, matching the order above: 0.0128; 0.0842; 0.0387; 0.1061; 0.1311; 0.0064
E_tot in eV, matching the order above: -126845.1969; -85082.0116; -9314.8418; -9953.8034; -175437.6219; -8496.0737